1.
Formula: C6H8
Source: OMol25
Level of theory: wB97M-V/def2-TZVPD

Each line ends with the natural charge from an NBO analysis.
Geometry (Å):
C  -1.193896  -2.372294  -0.716172  -0.2603
C  -0.978315  -1.370116  -0.059760  0.0216
C  -0.387612  -0.316511  0.637236  -0.3297
C  -0.612253  1.053514  -0.122868  -0.3496
C  0.812684  1.431724  -0.070719  -0.4148
C  1.118872  -0.039406  0.285859  -0.3717
H  -1.357913  -3.328450  -1.068130  0.2274
H  -0.647987  -0.239785  1.670964  0.2301
H  -1.386836  1.668155  0.109538  0.2037
H  -0.798765  0.658685  -1.172316  0.1980
H  1.324365  1.938750  -0.897159  0.2155
H  0.894765  2.044383  0.831269  0.1963
H  1.847583  -0.343556  1.086318  0.2113
H  1.365310  -0.785094  -0.514060  0.2221

Forces on the atoms, in the same order (eV/Å):
C 0.3 2.4 1.7
C -0.5 -3.7 -1.4
C 0.7 3.4 -0.4
C -0.1 -3.3 -3.5
C 1.2 0.2 1.4
C 1.2 -2.3 0.6
H -0.4 -1.1 -0.8
H 0.0 -0.2 0.7
H -2.1 2.0 1.0
H -0.1 0.8 0.9
H -0.3 -0.3 0.1
H 0.7 0.1 0.0
H -0.6 0.9 -0.5
H -0.1 1.3 0.1

Results
Spin multiplicity = 1
Lowest unoccupied orbital energy = 1.19 eV
M = 80.1 g mol⁻¹
Relative energy (zero: lowest compared OMol25 entry of this formula, charge and spin) = 246.1 kJ/mol
Electronic energy = -233.29328 hartree
SMILES string = C#CC1CCC1
Kohn-Sham gap = 10.693 eV

---

2.
Formula: C6H8
Source: OMol25
Level of theory: wB97M-V/def2-TZVPD

Each line ends with the natural charge from an NBO analysis.
Geometry (Å):
C  -0.403692  0.634381  -2.100013  -0.4203
C  -0.112615  0.350036  -0.804466  0.0041
C  0.534887  1.404629  0.039394  -0.4587
C  0.500246  0.449576  1.183419  -0.1728
C  -0.035706  -0.554765  0.521646  -0.0077
C  -0.504821  -1.890634  1.015137  -0.6518
H  -0.088186  1.644728  -2.610162  0.2057
H  -0.792648  -0.060816  -2.815050  0.1962
H  0.017318  2.359673  0.093450  0.2091
H  1.590300  1.803543  -0.243034  0.1980
H  1.013603  0.487522  2.223208  0.2099
H  -1.408208  -1.652168  1.531098  0.2319
H  0.327468  -2.273998  1.783457  0.2256
H  -0.637947  -2.701708  0.181916  0.2308

Forces on the atoms, in the same order (eV/Å):
C 0.9 0.3 0.3
C 0.2 0.6 -0.5
C 2.4 2.2 0.2
C 2.0 0.8 2.3
C -1.0 -0.3 -2.4
C 2.5 -1.6 -0.6
H -0.6 -1.9 1.6
H -0.4 -0.5 -0.1
H -0.7 -0.1 0.4
H -1.3 -1.2 0.1
H -1.3 0.0 -1.8
H -0.8 -0.6 0.4
H -2.0 0.7 -1.6
H 0.1 1.6 1.6

Results
Spin multiplicity = 1
Lowest unoccupied orbital energy = 1.15 eV
M = 80.1 g mol⁻¹
Relative energy (zero: lowest compared OMol25 entry of this formula, charge and spin) = 242.4 kJ/mol
Electronic energy = -233.29470 hartree
SMILES string = C=C1CC=C1C
Kohn-Sham gap = 10.071 eV